Record 1
Entry from the OMol25 dataset: a cluster of 5 separate species, H15N5 in total at a distorted geometry (ωB97M-V/def2-TZVPD).

Properties
net charge	0
molar mass	85.2	Da
HOMO level	-9.3	eV
SMILES	N.N.N.N.N
relative energy (zero: lowest compared OMol25 entry of this formula, charge and spin)	8.9	kcal/mol
gap between HOMO and LUMO	0.36435	hartree
spin multiplicity	1

Element x y z (Å)
N: -2.328511 -1.684330 0.434903
H: -2.113835 -1.746280 -0.542709
H: -1.852373 -2.286477 1.086868
H: -2.230753 -0.703738 0.620212
N: 0.805591 -2.850240 -1.917016
H: 0.731278 -3.059911 -0.945040
H: 1.734484 -2.505499 -2.119402
H: 0.590437 -3.669152 -2.480450
N: -2.027045 4.780137 1.349180
H: -1.550647 4.376591 2.152056
H: -2.270101 3.997193 0.757673
H: -2.879235 5.284313 1.571195
N: 4.034168 -1.907722 0.091799
H: 3.376017 -2.617282 -0.174032
H: 4.463652 -1.551638 -0.731074
H: 3.732372 -1.267813 0.814357
N: -0.677711 1.695831 0.128917
H: -0.488521 1.523000 -0.856198
H: 0.200082 1.680345 0.634606
H: -1.249350 2.512670 0.124156

Force components x, y, z for each atom (eV/Å):
-1.009 0.475 -0.177
0.490 -0.867 -0.113
0.340 0.152 -0.431
0.262 0.264 0.713
-0.173 0.213 -0.764
-0.039 -0.236 0.540
-0.055 -0.154 -0.041
0.234 0.214 0.268
0.331 -0.219 -0.339
-0.468 0.413 0.079
-0.245 0.174 -0.033
0.270 -0.264 0.355
0.171 -0.817 0.464
-0.333 0.046 0.323
0.203 0.779 -0.165
-0.037 -0.024 -0.625
-0.049 -1.326 -1.044
0.141 -0.214 0.311
-0.403 0.712 0.019
0.369 0.679 0.660

Löwdin atomic charge list, values in e, 5 entries: 0.01 -0.01 0.00 -0.03 0.01



Record 2
Entry from the OMol25 dataset: a structure of composition C18H41N2O5PtSi4Te (ωB97M-V/def2-TZVPD).

Properties
net charge	+1
molar mass	800.6	Da
HOMO level	-11.3	eV
relative energy (zero: lowest compared OMol25 entry of this formula, charge and spin)	0.0	kcal/mol
gap between HOMO and LUMO	0.31424	hartree
spin multiplicity	1

Element x y z (Å)
Pt: -0.724620 0.823314 1.075124
O: -0.739309 1.228446 -1.901960
C: 0.093175 0.105281 -2.117969
C: 1.075505 -0.192410 -0.996004
N: 0.496231 -0.764740 0.275365
C: 1.635617 -0.850713 1.251862
C: 1.938700 0.453363 1.974143
O: 2.933982 0.541575 2.644730
O: 1.055572 1.403077 1.805772
C: 0.073649 -2.176181 -0.042840
C: -1.327145 -2.542924 0.373765
O: -2.142329 -2.970210 -0.400142
O: -1.560747 -2.317123 1.663473
H: -0.210219 2.031381 -1.961134
H: 0.684338 0.233819 -3.029349
H: -0.576073 -0.739641 -2.290849
H: 1.626255 0.709804 -0.724398
H: 1.803002 -0.922799 -1.365957
H: 2.538848 -1.154845 0.718251
H: 1.414948 -1.613182 1.995882
H: 0.764704 -2.867619 0.440189
H: 0.138999 -2.343369 -1.113342
C: -3.775275 -4.860385 2.533262
Si: -4.721626 -3.354137 1.931071
C: -6.165990 -3.028979 3.082782
C: -5.360347 -3.531718 0.186771
Si: -3.093690 -1.652036 2.157261
Te: -3.145258 0.161766 0.304544
Si: -5.139860 1.231748 1.521410
C: -5.474512 0.792967 3.294764
C: -4.978706 3.082017 1.312527
C: -6.499788 0.541867 0.441564
Si: -2.369934 -1.108603 4.376110
C: -0.874623 -2.186158 4.675591
C: -1.933472 0.700133 4.598430
C: -3.698127 -1.587655 5.607595
H: -4.168401 -5.757407 2.049506
H: -3.900527 -4.983922 3.611072
H: -2.707170 -4.812949 2.317589
H: -6.775601 -3.934958 3.141369
H: -6.814456 -2.228494 2.719628
H: -5.850727 -2.784490 4.098728
H: -5.811494 -4.520361 0.069470
H: -4.570790 -3.426877 -0.555414
H: -6.136438 -2.791592 -0.019603
H: -4.871851 1.360161 4.001744
H: -5.407070 -0.269933 3.528046
H: -6.521790 1.087443 3.428058
H: -4.367314 3.498712 2.113752
H: -5.962262 3.554284 1.385502
H: -4.542894 3.352272 0.350978
H: -6.793618 -0.459661 0.764711
H: -6.232353 0.499498 -0.613454
H: -7.382769 1.181026 0.538126
H: -0.156762 -2.132437 3.858926
H: -1.163212 -3.230931 4.804447
H: -0.375355 -1.857426 5.590527
H: -1.009152 0.955040 4.079563
H: -1.793834 0.902943 5.663892
H: -2.726000 1.353178 4.230071
H: -3.906742 -2.658977 5.563439
H: -4.639378 -1.054131 5.469825
H: -3.342552 -1.367091 6.617710
C: -0.821383 5.626306 3.286121
C: -1.883266 4.529990 3.426060
C: -1.604162 3.392627 2.556451
N: -1.386982 2.503876 1.873247
H: -1.053447 6.435867 3.974359
H: -0.805768 6.026381 2.274218
H: 0.167545 5.239672 3.524006
H: -2.878897 4.900166 3.176776
H: -1.918692 4.142864 4.446809

Force components x, y, z for each atom (eV/Å):
0.128 -0.077 -0.053
0.036 0.021 0.035
-0.010 -0.012 -0.003
0.057 0.028 0.034
-0.105 0.070 -0.136
0.006 -0.005 -0.032
0.007 0.002 0.050
0.026 0.027 -0.039
0.048 0.074 -0.031
-0.013 0.057 -0.103
-0.041 0.033 0.050
0.040 -0.019 0.017
-0.006 0.101 -0.105
-0.007 -0.005 -0.018
0.006 -0.035 -0.004
-0.027 0.016 0.017
-0.051 0.020 0.016
0.038 0.037 0.004
-0.017 -0.114 0.039
-0.113 0.073 0.066
0.015 0.004 0.001
-0.025 -0.001 0.004
0.004 -0.017 -0.017
-0.103 0.033 -0.012
-0.016 0.015 0.023
0.015 0.028 -0.021
0.325 -0.227 0.039
0.018 -0.376 0.439
-0.087 0.353 -0.525
0.023 0.012 -0.050
-0.066 -0.043 0.152
-0.090 -0.001 0.148
-0.218 0.148 -0.022
0.035 -0.005 -0.024
0.019 0.013 0.023
-0.054 -0.027 -0.006
-0.011 -0.005 0.021
0.033 0.013 0.005
-0.005 -0.006 -0.032
-0.010 0.010 -0.009
0.016 0.008 0.008
-0.007 -0.007 -0.017
-0.014 0.008 0.003
0.007 -0.022 0.006
0.021 0.015 -0.016
-0.001 -0.037 0.031
0.001 0.000 -0.046
0.008 -0.025 0.124
0.066 0.029 -0.055
-0.003 -0.045 -0.016
0.013 0.008 0.005
0.058 -0.021 -0.048
0.019 0.015 -0.007
0.010 -0.013 0.012
0.032 0.029 -0.002
0.011 -0.006 -0.020
-0.012 -0.024 0.013
0.030 -0.021 0.003
0.002 -0.018 -0.002
0.018 0.010 0.010
0.000 0.009 0.000
0.022 0.008 0.017
0.017 -0.009 -0.009
-0.002 0.002 -0.004
0.119 0.012 -0.014
-0.073 0.073 -0.153
-0.150 -0.199 0.239
0.000 -0.001 -0.001
0.001 -0.001 0.000
-0.002 0.000 0.003
0.003 0.019 0.003
-0.011 -0.011 -0.006

Löwdin atomic charge list, values in e, 5 entries: 0.84 -0.13 -0.24 -0.16 -0.24



Record 3
Entry from the OMol25 dataset: a cluster of 3 separate species, C23H36ClO6P in total at a distorted geometry (ωB97M-V/def2-TZVPD).

Properties
net charge	0
molar mass	475.0	Da
HOMO level	-8.3	eV
SMILES	CP(C)C1=CC(=O)c2cc(CCCCl)ccc2C1=O.COCCOC.COCCOC
gap between HOMO and LUMO	0.27537	hartree
spin multiplicity	1

Element x y z (Å)
C: -2.373164 -1.708604 -5.839670
P: -0.599159 -1.159387 -5.701914
C: 0.323260 -2.717356 -5.266175
C: -0.427370 -0.179683 -4.126183
C: -0.976990 -0.662975 -3.019439
C: -0.774992 0.120243 -1.745285
O: -1.631411 0.245155 -0.890494
C: 0.578771 0.779202 -1.652651
C: 1.274434 0.879594 -0.478482
C: 2.512078 1.481179 -0.464567
C: 3.354447 1.584075 0.801590
C: 2.649540 2.293786 1.976970
C: 1.823877 1.382876 2.877584
Cl: 2.833289 0.548012 4.109350
C: 3.031807 2.016742 -1.615201
C: 2.344900 1.928192 -2.807955
C: 1.140457 1.294793 -2.803799
C: 0.345154 1.115647 -4.079526
O: 0.311964 1.949119 -4.959276
H: -2.764414 -1.898722 -4.834780
H: -2.380392 -2.640924 -6.405389
H: -2.910414 -0.909644 -6.345295
H: 1.374916 -2.480968 -5.102117
H: -0.070906 -3.036184 -4.288623
H: 0.151479 -3.513148 -5.988053
H: -1.524366 -1.601350 -3.016104
H: 0.831902 0.443430 0.408762
H: 4.307463 2.054291 0.552604
H: 3.611968 0.549943 1.071557
H: 3.434243 2.733522 2.601201
H: 2.067518 3.124412 1.568040
H: 1.269631 0.609285 2.352190
H: 1.081349 2.005606 3.381535
H: 4.005960 2.491691 -1.599881
H: 2.742014 2.342134 -3.726859
C: -1.587083 -7.261317 -3.530396
O: -2.247522 -6.047874 -3.847230
C: -3.463433 -5.875881 -3.133757
C: -3.285522 -4.902559 -1.986869
O: -2.426544 -5.423670 -0.982827
C: -1.116689 -4.887001 -1.052422
H: -0.584064 -7.216357 -3.952269
H: -1.510994 -7.409991 -2.450909
H: -2.117699 -8.107367 -3.980115
H: -3.846018 -6.836446 -2.777050
H: -4.195482 -5.461362 -3.834429
H: -4.258738 -4.728898 -1.517135
H: -2.910912 -3.942195 -2.355535
H: -1.117325 -3.847656 -0.705126
H: -0.714819 -4.934308 -2.067955
H: -0.476676 -5.475392 -0.396892
C: 2.039230 4.602991 5.633880
O: 0.700118 4.319344 5.261245
C: -0.039798 3.688358 6.298230
C: -0.961287 4.665565 6.996637
O: -0.230123 5.643855 7.721546
C: -0.163053 6.891151 7.052575
H: 2.467708 5.256264 4.874645
H: 2.094859 5.104064 6.602719
H: 2.620938 3.674866 5.666560
H: 0.630823 3.208955 7.017012
H: -0.646681 2.906962 5.829482
H: -1.567829 4.116183 7.723393
H: -1.637834 5.138667 6.278849
H: -1.133767 7.396362 7.093992
H: 0.143278 6.774141 6.010239
H: 0.574095 7.506563 7.566246

Force components x, y, z for each atom (eV/Å):
0.894 0.066 1.133
0.737 0.558 -1.762
-0.928 0.559 1.388
-0.379 -0.878 -0.661
0.408 0.598 0.815
-0.409 -0.070 0.305
0.669 -0.337 -0.397
-0.536 -0.249 -0.102
-0.649 -0.409 0.639
1.044 0.436 1.293
-0.417 -0.749 -0.148
0.952 -0.309 -0.280
-0.557 0.613 -0.107
-0.142 0.140 -0.200
0.494 0.308 -0.656
0.559 0.475 -0.193
-1.370 -0.426 -1.560
0.102 0.303 0.019
0.129 -0.637 0.326
-0.366 -0.031 -0.266
-0.076 0.154 -0.103
-0.160 -0.175 0.044
-0.005 -0.097 -0.360
0.162 -0.350 -0.194
0.169 0.181 -0.129
-0.179 0.199 0.228
0.073 0.104 0.014
-0.161 0.160 0.056
0.020 0.186 0.282
-0.205 0.096 0.010
-0.236 -0.150 0.228
0.207 -0.023 -0.019
0.198 -0.217 0.346
-0.033 0.002 0.075
-0.050 -0.023 0.022
-0.018 0.004 -0.111
0.051 -0.106 0.109
0.109 0.330 -0.248
-0.243 -0.286 0.314
0.164 0.074 -0.211
-0.051 -0.016 0.075
-0.025 0.047 -0.038
-0.018 -0.006 0.005
0.027 -0.055 0.075
0.036 0.014 0.079
-0.025 -0.016 0.024
-0.004 0.048 -0.043
0.012 -0.016 -0.048
0.072 0.029 -0.042
-0.009 0.024 -0.009
-0.063 -0.004 0.047
0.021 -0.116 -0.116
0.112 0.060 0.127
-0.194 0.021 -0.348
0.123 -0.106 0.378
0.027 0.067 -0.201
0.003 -0.005 0.078
-0.062 -0.018 -0.040
-0.022 -0.017 0.014
0.065 0.041 0.078
0.003 0.048 0.036
-0.010 -0.023 0.051
-0.034 -0.019 -0.044
0.038 -0.009 -0.050
0.010 0.040 -0.077
-0.031 -0.003 -0.009
-0.025 -0.037 0.061

Löwdin atomic charge list, values in e, 5 entries: -0.29 0.90 -0.29 -0.29 0.00



Record 4
Entry from the OMol25 dataset: a cluster of 14 separate species, C15H56O15 in total at a distorted geometry (ωB97M-V/def2-TZVPD).

Properties
net charge	-2
molar mass	476.6	Da
HOMO level	-0.9	eV
gap between HOMO and LUMO	0.19323	hartree
spin multiplicity	1

Element x y z (Å)
O: -1.300596 -1.559526 0.134072
C: -0.324756 -0.672696 -0.501798
C: 0.162864 0.583934 0.273432
O: -0.712616 1.584954 0.750622
H: -0.921246 -0.277056 -1.323858
H: 0.515644 -1.194806 -0.959218
H: 0.929984 1.026934 -0.361688
H: 0.897624 0.404364 1.058272
C: 1.527564 -0.562016 3.892332
O: 0.659874 -1.632386 3.572632
H: 1.241654 0.285824 3.269812
H: 1.208294 -0.340046 4.910612
H: 2.603184 -0.661276 3.746362
H: 0.983984 -2.099126 2.798872
C: 4.383544 0.138254 1.725442
O: 4.738134 1.060804 2.740582
H: 3.981704 -0.754006 2.205542
H: 3.590914 0.517044 1.080182
H: 5.186984 -0.246146 1.097092
H: 5.337524 1.755614 2.458502
C: -3.380386 0.879194 -2.361108
O: -4.296366 0.324214 -1.458958
H: -2.664446 1.536074 -1.867108
H: -2.899086 -0.024356 -2.735318
H: -3.919146 1.405864 -3.148798
H: -4.991936 0.057564 -2.064498
C: -0.944966 -3.125066 -3.325808
O: -0.648506 -3.901246 -4.530448
H: -1.479906 -2.214936 -3.597148
H: -1.616256 -3.567036 -2.589518
H: -0.050496 -2.806526 -2.790498
H: -0.237096 -3.289306 -5.145168
C: -3.155966 4.246834 1.797252
O: -3.180626 3.164094 0.854732
H: -2.752436 3.993754 2.777672
H: -2.577156 5.100984 1.445842
H: -4.207536 4.519084 1.887682
H: -2.281526 2.832564 0.912322
C: 3.001844 -3.181666 0.107152
O: 2.422604 -3.177206 1.360622
H: 2.462524 -2.474846 -0.523428
H: 4.049494 -2.883766 0.065012
H: 2.757764 -4.133346 -0.364918
H: 1.516044 -3.483176 1.282342
C: -0.591616 4.069234 -1.768688
O: 0.572874 3.463584 -1.246418
H: -1.046146 4.739104 -1.038778
H: -0.388306 4.618404 -2.688018
H: -1.321436 3.303534 -2.031678
H: 0.257314 2.957494 -0.494158
C: 0.254894 0.989374 -4.002478
O: 1.117084 1.669094 -3.215568
H: -0.168106 0.062364 -3.615408
H: -0.572356 1.635864 -4.295418
H: 0.759364 0.685104 -4.919548
H: 0.579234 2.200764 -2.624258
C: -1.335186 1.469714 4.930682
O: -1.300896 1.110404 3.575692
H: -2.386726 1.554084 5.204972
H: -0.812716 0.686934 5.480582
H: -0.876846 2.428644 5.172542
H: -0.554476 1.490394 3.106592
C: -0.702176 -5.131766 0.130142
O: -0.328026 -4.095886 0.984062
H: -0.882596 -6.033566 0.715212
H: -1.659986 -5.017666 -0.377488
H: -0.004896 -5.295696 -0.691468
H: -0.499796 -3.222576 0.624302
C: 3.504684 -0.465826 -1.966328
O: 3.678324 0.500864 -2.987988
H: 4.424794 -1.039456 -1.854678
H: 3.226534 0.092284 -1.072318
H: 2.725094 -1.144586 -2.312188
H: 2.800184 0.867654 -3.114198
C: 1.696074 3.874034 2.343972
O: 0.548734 3.059684 2.681372
H: 2.039554 4.577974 3.101992
H: 2.436284 3.075904 2.287452
H: 1.487654 4.333174 1.377612
H: 0.322574 2.559484 1.893812
C: -3.950276 -3.039506 -1.275038
O: -3.671996 -2.884536 0.125922
H: -3.353796 -2.369666 -1.894398
H: -3.918426 -4.092046 -1.556538
H: -4.987826 -2.714306 -1.351518
H: -2.733376 -2.684486 0.101912

Force components x, y, z for each atom (eV/Å):
2.569 -0.061 -0.555
-3.375 -0.416 1.534
0.272 0.729 0.574
0.834 0.219 -0.902
0.201 0.586 -0.766
0.723 -0.211 0.083
0.207 0.360 -1.485
-0.069 -1.358 1.052
-1.451 0.581 -0.277
0.708 -0.736 0.150
0.081 0.329 0.025
0.741 0.356 0.185
0.020 -0.700 0.392
-0.052 0.172 -0.264
-0.477 -0.431 -0.209
0.236 -0.155 0.483
-0.071 0.158 0.178
-0.007 0.183 -0.021
0.468 0.421 0.002
-0.155 -0.188 -0.478
0.519 -0.692 -0.061
-1.207 0.473 0.475
-0.124 -0.176 0.170
0.905 0.459 -0.779
0.228 0.279 -0.306
-0.403 -0.384 0.565
0.027 0.798 -0.388
-0.433 0.066 1.131
0.042 0.206 -0.187
0.266 -0.890 -0.507
0.178 -0.191 -0.069
0.018 0.038 0.088
-0.817 -0.591 -0.696
0.240 1.407 0.962
-0.016 -0.408 0.055
0.056 0.248 -0.255
0.021 0.405 0.300
0.700 -1.417 -0.484
-1.421 0.224 -1.460
0.891 0.376 1.740
0.101 0.395 -0.224
0.053 -0.413 0.499
0.844 -0.422 -0.285
-0.678 -0.371 -0.185
-0.343 -0.106 0.050
0.232 0.838 -0.941
-0.149 0.096 -0.009
0.429 0.109 0.056
-0.304 -0.036 0.113
-0.520 -1.070 1.129
-1.294 -1.101 -2.099
1.162 0.444 0.735
-0.030 -0.041 0.666
-0.357 -0.040 -0.198
0.180 0.084 -0.268
0.620 0.383 1.060
0.229 -0.226 -0.715
-0.676 0.100 0.233
-0.070 -0.266 0.310
-0.175 -0.046 0.656
0.256 0.239 -0.187
-0.065 0.088 -0.052
-0.597 -0.112 -0.324
0.872 -1.337 0.806
0.571 -0.189 0.109
-0.350 0.720 0.072
0.474 -0.280 0.059
-1.167 1.991 -0.791
-0.190 0.465 -0.700
0.823 -0.151 -0.435
0.082 0.153 0.178
-0.109 -0.685 0.393
-0.195 -0.235 0.578
-0.378 0.591 -0.058
-0.628 -2.302 -0.261
0.564 2.160 1.822
-0.676 0.055 0.178
1.018 0.633 -0.559
0.469 0.325 0.007
-1.011 -0.872 -1.545
-1.093 0.529 1.736
-0.548 -0.901 -1.461
0.238 -0.191 0.023
0.329 -0.164 -0.416
-0.248 -0.037 -0.481
1.234 1.126 0.729

Löwdin atomic charge list, values in e, 5 entries: -0.34 -0.31 -0.36 -0.32 0.06